# 1
ORCA calculation (wB97M-V/def2-TZVPD) on C28H29BBiCl3F4N2O4PS2Si as an isolated structure.

The geometry in ORCA input format:
```
! RIJCOSX wB97M-V def2-TZVPD def2/J DEFGRID3
* xyz -2 2
Bi -0.2069 -0.3379 -0.1489
S -1.1155 2.4907 3.5291
C -0.7153 3.5131 2.2122
C -0.4090 2.8071 1.0917
C -0.4824 1.3932 1.2842
C -0.8655 1.0873 2.5550
C -0.9835 -0.2839 3.0577
C -1.2192 -0.6320 4.3820
C -1.1989 -1.9688 4.7313
C -0.9566 -2.9308 3.7625
C -0.7633 -2.5095 2.4618
N -0.7973 -1.2212 2.1266
H -0.7405 4.5848 2.3406
H -0.1550 3.2633 0.1452
H -1.3756 0.1421 5.1218
H -1.3555 -2.2619 5.7619
H -0.8839 -3.9801 4.0098
H -0.5714 -3.2069 1.6526
S -2.1911 2.1259 -1.8382
C -2.0471 0.5742 -1.2206
C 0.8897 2.7789 -3.4453
P 1.0166 1.2239 -2.4892
C 0.3888 0.0642 -3.7621
C 2.8079 0.8388 -2.5773
C 3.7835 1.8140 -2.7729
C 5.1354 1.5002 -2.6763
C 5.5282 0.2036 -2.3758
C 4.5624 -0.7764 -2.1765
C 3.2165 -0.4622 -2.2732
H 1.4451 2.7022 -4.3819
H 1.2503 3.6318 -2.8655
H -0.1714 2.9324 -3.6369
H 0.8401 0.2758 -4.7342
H -0.6949 0.1712 -3.8253
H 0.6051 -0.9681 -3.4938
H 3.4931 2.8360 -2.9886
H 5.8800 2.2753 -2.8189
H 6.5800 -0.0437 -2.2952
H 4.8549 -1.7882 -1.9255
H 2.4835 -1.2455 -2.1048
O -3.6588 -3.9841 0.3425
C -4.6015 -3.4303 -0.4441
C -5.7677 -4.1510 -0.6728
C -6.7684 -3.6354 -1.4805
C -6.6152 -2.3810 -2.0663
C -5.4639 -1.6520 -1.8333
C -4.4405 -2.1518 -1.0207
C -3.2166 -1.4099 -0.7811
O -3.1730 -0.2029 -1.3171
O -2.2557 -1.8286 -0.0957
H -2.8735 -3.3911 0.3117
H -5.8635 -5.1246 -0.2081
H -7.6649 -4.2176 -1.6578
H -7.3884 -1.9796 -2.7090
H -5.3294 -0.6769 -2.2824
F -1.1170 -2.6967 -2.9891
B -0.0533 -3.5465 -2.6117
F 0.0899 -3.4926 -1.2088
F -0.3025 -4.8588 -3.0298
F 1.1486 -3.0710 -3.2000
C 4.9988 1.3672 1.4430
N 4.1337 2.5200 1.2816
C 4.5926 3.7783 1.8088
C 2.9152 2.3968 0.7145
O 2.4435 1.3661 0.2895
H 5.9812 1.5783 1.0100
H 4.5526 0.5201 0.9264
H 5.1121 1.1089 2.4961
H 5.4809 4.1288 1.2726
H 4.8503 3.6775 2.8666
H 3.8075 4.5278 1.7135
H 2.3776 3.3593 0.6580
Cl 2.3030 0.0132 3.5067
Si 3.4600 -1.7528 2.8577
Cl 5.3034 -1.3334 4.0593
Cl 2.6061 -3.1921 4.2773
*
```

* LUMO energy (alpha / beta): 3.86 / 3.85 eV
* ΔE to the lowest compared entry with this formula, charge and spin: 3.099 eV
* gap between HOMO and LUMO (alpha / beta): 4.30 / 6.49 eV

# 2
ORCA calculation (wB97M-V/def2-TZVPD) on C28H29CeNOP2 as an isolated structure.

The geometry in ORCA input format:
```
! RIJCOSX wB97M-V def2-TZVPD def2/J DEFGRID3
* xyz 1 2
C 4.3567 -0.4154 -2.3140
C 3.0429 0.0959 -2.3976
C 1.9521 -0.8111 -2.5394
C 2.1079 -2.0775 -1.8150
C 3.4473 -2.5439 -1.6503
C 4.5328 -1.7690 -1.9611
C 1.0101 -2.8675 -1.5834
C -0.2253 -2.4467 -2.0001
C -0.3328 -1.1638 -2.7004
C -1.6672 -0.6145 -2.7214
C -2.7723 -1.4812 -2.8258
C -2.5889 -2.8380 -2.5040
C -1.3780 -3.2817 -2.0479
H 5.2052 0.2454 -2.4290
H 3.5354 -3.5669 -1.3242
H 5.5524 -2.1920 -1.9323
H 1.0714 -3.7552 -0.8128
H -3.7394 -1.0705 -3.0575
H -3.4301 -3.5296 -2.6218
H -1.2122 -4.2940 -1.7102
N 0.7828 -0.5573 -3.1969
Ce 0.6922 -0.3598 1.5601
C 2.7349 1.5674 -2.1703
H 1.9250 1.8691 -2.8670
H 3.6432 2.1834 -2.3056
C -1.7871 0.8776 -2.4972
H -1.0644 1.4031 -3.1525
H -2.8124 1.2204 -2.6746
P 2.0653 1.8243 -0.4190
P -1.3274 1.3517 -0.7358
C -3.0005 1.2477 -0.0154
H -3.0567 1.8202 0.9127
H -3.7473 1.6419 -0.7101
H -3.2243 0.2101 0.2138
C -1.3304 3.1550 -1.0436
H -2.3342 3.4942 -1.3277
H -1.0266 3.7023 -0.1513
H -0.6514 3.3906 -1.8621
C 3.6521 1.7370 0.5007
H 4.4185 2.3768 0.0412
H 3.5185 2.0607 1.5351
H 4.0092 0.7006 0.5028
C 1.9752 3.6954 -0.5099
H 1.5248 4.0906 0.4236
H 2.9968 4.1222 -0.6198
H 1.3610 4.0138 -1.3735
C -0.0022 2.0282 1.8881
O -0.2423 3.0916 2.2069
H 0.6409 -1.6348 0.6026
C -1.4172 -1.1558 0.9965
C -1.5151 -1.1506 2.2493
C -1.9000 -1.2336 3.6183
C -0.9186 -1.3761 4.6427
C -1.3356 -1.3508 5.9769
C -2.6883 -1.2166 6.3099
C -3.6434 -1.1192 5.2791
C -3.2544 -1.1297 3.9378
H 0.1307 -1.5015 4.3749
H -0.5876 -1.4371 6.7856
H -2.9807 -1.1883 7.3471
H -4.7033 -1.0347 5.5327
H -3.9873 -1.0526 3.1422
*
```

* LUMO energy (alpha / beta): -3.69 / -3.65 eV
* gap between HOMO and LUMO (alpha / beta): 6.25 / 6.29 eV

# 3
ORCA calculation (wB97M-V/def2-TZVPD) on C28H29Cl2F5NO7S2Ti as an isolated structure.

The geometry in ORCA input format:
```
! RIJCOSX wB97M-V def2-TZVPD def2/J DEFGRID3
* xyz 1 1
Ti -0.0722 -0.0719 0.4978
C -3.4938 -0.1779 -1.5707
C -2.9217 0.8280 -2.5749
C -2.5025 0.1037 -3.8529
C -1.8194 1.7209 -1.9999
C -2.1505 2.6165 -0.9777
C -1.3096 3.6571 -0.6245
C -0.0984 3.8511 -1.2852
C 0.7940 5.0213 -0.9820
C 0.2645 2.9285 -2.2577
C -0.5679 1.8694 -2.5962
H -4.2928 -0.7562 -2.0354
H -3.9087 0.3345 -0.7047
H -2.7272 -0.8628 -1.2232
H -3.7392 1.5062 -2.8434
H -1.6601 -0.5645 -3.6661
H -2.2191 0.8112 -4.6311
H -3.3415 -0.4851 -4.2235
H -3.1216 2.5445 -0.4997
H -1.6173 4.3495 0.1503
H 0.5160 5.8779 -1.5984
H 1.8312 4.7722 -1.2056
H 0.7131 5.3235 0.0619
H 1.2066 3.0476 -2.7776
H -0.2526 1.2097 -3.3946
O 2.4107 -1.5883 2.2009
S 1.6564 -0.6584 2.9720
O 1.2681 -1.0675 4.2860
O 0.3602 -0.2706 2.2068
C 2.4201 0.9441 3.0377
C 2.6703 1.5309 4.2655
C 3.0393 2.8673 4.3312
C 3.1565 3.6190 3.1704
C 2.9335 3.0304 1.9359
C 2.5779 1.6897 1.8718
S 2.0541 1.1816 0.2572
O 1.8659 -0.2774 0.0621
O 2.8247 1.8370 -0.7313
O 0.5849 1.6072 0.3126
H 2.5464 0.9325 5.1574
H 3.2259 3.3264 5.2917
H 3.4096 4.6681 3.2211
H 3.0255 3.5861 1.0134
C 0.1984 -3.3592 -3.8751
C -0.5279 -3.4463 -2.5231
C 0.0220 -4.6212 -1.6915
C -2.0477 -3.6218 -2.7279
C -0.3450 -2.2172 -1.7822
N -0.2895 -1.2380 -1.1820
H -0.0171 -4.2631 -4.4417
H 1.2756 -3.2832 -3.7358
H -0.1414 -2.5009 -4.4536
H -0.1176 -5.5347 -2.2672
H -0.5116 -4.7200 -0.7489
H 1.0837 -4.4998 -1.4821
H -2.2175 -4.5947 -3.1862
H -2.4490 -2.8529 -3.3851
H -2.5790 -3.5867 -1.7772
F -4.2667 0.8211 5.6496
C -3.6738 0.6638 4.4781
C -2.6073 1.4785 4.1242
F -2.1885 2.4260 4.9512
C -1.9753 1.2871 2.9105
F -0.9211 2.0375 2.5744
C -2.3824 0.2947 2.0122
O -1.7489 0.0918 0.8542
C -3.4576 -0.5085 2.3982
F -3.8158 -1.4958 1.5743
C -4.0994 -0.3342 3.6120
F -5.0989 -1.1325 3.9571
Cl -0.7457 -2.6961 1.2793
C -0.8818 -3.2504 2.9815
Cl -0.3974 -4.9298 3.1177
H -1.9256 -3.1625 3.2646
H -0.2260 -2.6328 3.5871
*
```

* LUMO energy: -4.16 eV
* ΔE to the lowest compared entry with this formula, charge and spin: 1.833 eV
* gap between HOMO and LUMO: 7.10 eV

# 4
ORCA calculation (wB97M-V/def2-TZVPD) on C28H29Cl2N5OOsS2 as an isolated structure.

The geometry in ORCA input format:
```
! RIJCOSX wB97M-V def2-TZVPD def2/J DEFGRID3
* xyz 0 1
Os -0.0054 0.0337 0.4290
C -1.2573 -0.9094 4.5449
C -1.3143 -0.4864 3.1003
N -0.2084 -0.3872 2.4234
N 0.9398 -0.6054 3.1904
C 2.0525 -0.5554 2.5577
S 2.2803 -0.3465 0.8552
S 3.4563 -0.7076 3.6195
C 4.4774 -1.8600 2.6570
C 3.8927 -3.2435 2.5965
C 3.4670 -3.7728 1.3837
C 2.9055 -5.0434 1.3235
C 2.7635 -5.7962 2.4786
C 3.1931 -5.2757 3.6941
C 3.7515 -4.0102 3.7509
C -2.6256 -0.1617 2.5329
C -3.7163 -0.0233 3.4210
C -4.9811 0.3030 2.9999
C -5.2143 0.4979 1.6368
C -4.1851 0.3749 0.7400
C -2.8777 0.0520 1.1567
O -1.9849 -0.0590 0.1969
H -0.3038 -1.3659 4.7760
H -2.0652 -1.6099 4.7447
H -1.3849 -0.0488 5.2056
H 5.4346 -1.8472 3.1809
H 4.6360 -1.4573 1.6572
H 3.5952 -3.1884 0.4784
H 2.5887 -5.4503 0.3715
H 2.3284 -6.7863 2.4340
H 3.0929 -5.8610 4.5993
H 4.0687 -3.6006 4.7030
H -3.5542 -0.1567 4.4792
H -5.7827 0.4101 3.7176
H -6.2068 0.7514 1.2850
H -4.3347 0.5314 -0.3204
Cl 1.4753 2.4554 -2.6454
C 0.8059 3.5421 -1.4809
C 0.7964 4.8972 -1.7458
C 0.2648 5.7787 -0.8151
C -0.2511 5.3079 0.3824
C -0.2279 3.9525 0.6470
Cl -0.8744 3.3627 2.1391
C 0.2891 3.0261 -0.2794
N 0.2458 1.6982 -0.0281
H 1.2048 5.2544 -2.6806
H 0.2545 6.8396 -1.0246
H -0.6654 5.9837 1.1175
C 1.0410 -2.7983 -0.6533
C 0.8374 -4.2921 -0.9972
N -0.5290 -4.7163 -0.7134
C -0.7998 -4.5162 0.7071
C -0.5809 -3.0365 1.1069
N -0.2063 -2.2227 -0.0811
C -1.2683 -2.3856 -1.1194
C -1.4401 -3.8786 -1.4864
H 1.2908 -2.2045 -1.5341
H 1.8342 -2.6562 0.0732
H 1.5165 -4.9142 -0.4132
H 1.0443 -4.4798 -2.0524
H -0.1420 -5.1703 1.2828
H -1.8287 -4.8224 0.9034
H 0.2267 -2.9331 1.8333
H -1.4853 -2.6005 1.5324
H -0.9595 -1.7888 -1.9782
H -2.1818 -1.9532 -0.7338
H -1.2399 -4.0453 -2.5462
H -2.4616 -4.2071 -1.2882
*
```

* LUMO energy (alpha / beta): -0.73 / -0.80 eV
* ΔE to the lowest compared entry with this formula, charge and spin: 0.830 eV
* gap between HOMO and LUMO (alpha / beta): 6.26 / 6.27 eV

# 5
ORCA calculation (wB97M-V/def2-TZVPD) on C28H29CoIN6O5S2 as an isolated structure.

The geometry in ORCA input format:
```
! RIJCOSX wB97M-V def2-TZVPD def2/J DEFGRID3
* xyz 0 4
Co -0.7356 0.1681 1.8649
C 3.3427 1.2962 3.0016
C 2.0435 0.5761 2.8477
N 0.8681 1.0397 3.0514
N 0.6585 2.3132 3.4601
C -0.6146 2.6695 3.8162
N -0.7697 4.0079 3.9948
S -1.8222 1.5761 4.0663
C 2.0496 -0.8584 2.4664
C 3.1867 -1.6430 2.5783
C 3.0858 -2.9979 2.3069
C 1.8542 -3.5209 1.9602
C 0.7648 -2.6649 1.8660
N 0.8673 -1.3572 2.0856
H 3.2302 2.3476 3.2518
H 3.8949 1.2179 2.0635
H 3.9375 0.8364 3.7922
H 1.3492 3.0225 3.2462
H -0.1741 4.6512 3.4975
H -1.7181 4.3094 4.1474
H 4.1288 -1.2060 2.8697
H 3.9563 -3.6360 2.3806
H 1.7209 -4.5738 1.7652
H -0.2168 -3.0346 1.6123
C -6.1478 0.9006 -1.9779
O -5.1850 1.7542 -2.5688
C -4.0241 1.9534 -1.8982
C -3.0538 2.6998 -2.6118
C -1.8402 2.9183 -2.0368
C -1.5015 2.4053 -0.7600
C -0.1767 2.5050 -0.2334
C 0.8268 3.4972 -0.7783
O 0.2489 1.7942 0.6996
C -2.5031 1.6853 -0.0186
O -2.3120 1.2378 1.1585
C -3.7711 1.4852 -0.6342
H -6.9344 0.7777 -2.7173
H -6.5641 1.3459 -1.0705
H -5.7120 -0.0725 -1.7372
H -3.2941 3.0614 -3.5997
H -1.1033 3.4654 -2.6066
H 0.5284 3.9894 -1.6965
H 1.7759 2.9837 -0.9268
H 0.9770 4.2664 -0.0173
H -4.4946 0.9256 -0.0638
C 5.2604 -1.7776 -0.7634
N 3.9259 -2.2375 -1.0702
C 3.5676 -3.5291 -1.4159
C 2.2336 -3.5364 -1.6148
N 1.7939 -2.2537 -1.3806
C 2.8252 -1.4420 -1.0415
S 2.7342 0.1820 -0.6326
H 5.9800 -2.4483 -1.2282
H 5.4243 -1.7531 0.3153
H 5.3819 -0.7688 -1.1536
H 4.2912 -4.3170 -1.5000
H 1.5687 -4.3276 -1.9002
H 0.8440 -1.9148 -1.4769
I -1.6996 -0.1196 -5.6302
C -1.7852 -0.8280 -3.6657
C -2.6845 -1.8333 -3.3351
C -2.7387 -2.2906 -2.0286
C -1.9370 -1.7239 -1.0414
C -1.0459 -0.7203 -1.3969
C -0.9476 -0.2797 -2.7105
C -2.0443 -2.2465 0.3813
O -2.4151 -3.4051 0.5368
O -1.7858 -1.4265 1.3202
H -3.3290 -2.2566 -4.0924
H -3.4105 -3.0908 -1.7481
H -0.3953 -0.2678 -0.6566
H -0.2400 0.4944 -2.9677
*
```

* LUMO energy (alpha / beta): -0.44 / -0.48 eV
* ΔE to the lowest compared entry with this formula, charge and spin: 1.067 eV
* gap between HOMO and LUMO (alpha / beta): 6.78 / 6.76 eV

# 6
ORCA calculation (wB97M-V/def2-TZVPD) on one molecule with the formula C28H29N3O5.

The geometry in ORCA input format:
```
! RIJCOSX wB97M-V def2-TZVPD def2/J DEFGRID3
* xyz 0 1
C -5.7420 -1.6945 0.4560
H -5.6438 -0.8385 1.1269
H -6.7981 -1.8978 0.2775
H -5.2786 -2.5694 0.9186
O -5.1982 -1.4314 -0.8167
C -3.8511 -1.3005 -0.9923
C -3.4329 -1.3892 -2.3182
C -2.1076 -1.2623 -2.6777
C -1.1495 -1.0347 -1.7031
C -1.5542 -0.9305 -0.3802
C -2.8834 -1.0624 -0.0016
O -3.2897 -0.9490 1.3123
C -2.3144 -1.0032 2.3205
H -2.8676 -1.0608 3.2576
H -1.6807 -1.8907 2.2192
H -1.6865 -0.1048 2.3316
H -0.8129 -0.7345 0.3777
C 0.3007 -0.8119 -2.0949
C 1.2503 -1.2983 -1.0299
C 1.7156 -0.4523 -0.0896
N 1.3999 0.8917 -0.1353
C 0.9031 1.4620 -1.2821
C 0.4806 0.6727 -2.3070
C 0.1003 1.2602 -3.5638
O -0.2511 0.6796 -4.5663
N 0.1827 2.6601 -3.5626
C 0.5000 3.4849 -2.5257
O 0.4566 4.6917 -2.6029
N 0.9007 2.8366 -1.3635
C 1.1376 3.6610 -0.1901
C 0.2173 3.3035 0.9510
C -1.0999 2.9347 0.7033
C -1.9411 2.6008 1.7491
C -1.4773 2.6383 3.0542
C -0.1687 3.0112 3.3092
C 0.6762 3.3368 2.2621
H 1.6974 3.6296 2.4663
H 0.1976 3.0462 4.3244
H -2.1349 2.3798 3.8705
H -2.9599 2.3104 1.5428
H -1.4702 2.9082 -0.3110
H 0.9463 4.6899 -0.5183
H 2.1897 3.6003 0.1132
H -0.0922 3.1223 -4.4224
H 1.7326 1.4862 0.6070
C 2.5915 -0.8753 1.0473
H 3.2812 -0.0679 1.3090
C 3.3820 -2.1477 0.7079
C 4.0688 -2.6739 1.9696
H 4.6332 -3.5748 1.7435
H 3.3383 -2.9136 2.7394
H 4.7573 -1.9319 2.3683
C 4.4402 -1.8425 -0.3540
H 3.9813 -1.4523 -1.2590
H 5.1557 -1.1113 0.0172
H 4.9827 -2.7480 -0.6130
C 2.3951 -3.1910 0.1788
C 1.6048 -2.7159 -1.0275
O 1.2694 -3.4782 -1.9090
H 2.9110 -4.1139 -0.0904
H 1.6667 -3.4357 0.9583
H 1.9626 -1.0659 1.9247
H 0.4876 -1.3441 -3.0318
H -1.8157 -1.3297 -3.7132
H -4.1928 -1.5686 -3.0620
*
```

* SMILES: COc1ccc([C@@H]2C3=C(CC(C)(C)CC3=O)Nc3c2c(=O)[nH]c(=O)n3Cc2ccccc2)cc1OC
* LUMO energy: 0.18 eV
* ΔE to the lowest compared entry with this formula, charge and spin: 0.000 eV
* gap between HOMO and LUMO: 8.00 eV

# 7
ORCA calculation (wB97M-V/def2-TZVPD) on one molecule with the formula C28H29N3O5S.

The geometry in ORCA input format:
```
! RIJCOSX wB97M-V def2-TZVPD def2/J DEFGRID3
* xyz 0 1
C 6.7256 2.5854 2.5808
C 5.4997 1.6636 2.6350
N 4.9722 1.3758 1.2891
C 3.7568 0.6935 1.1734
C 3.6406 -0.4654 0.3752
C 2.4158 -1.0769 0.2079
C 1.2269 -0.5338 0.6270
C -0.0212 -1.3117 0.2145
C -1.3217 -0.5847 0.6763
C -1.4727 0.8073 0.7769
C -2.7304 1.3906 0.9226
C -3.8670 0.5698 1.0682
N -5.2013 1.0822 1.1386
C -5.4694 1.7033 2.4365
C -6.9461 2.0445 2.5669
O -7.3774 2.8368 1.4620
C -7.1976 2.1572 0.2170
C -5.7123 1.8600 -0.0160
C -3.6830 -0.8300 1.1314
C -2.4242 -1.3867 0.9983
C 1.3368 0.5230 1.5846
C 2.5774 1.1270 1.8371
C 5.9600 1.1358 0.2232
C 7.0649 2.1913 0.2690
O 7.6492 2.2203 1.5639
H 6.4071 3.6368 2.4543
H 7.3484 2.4811 3.4802
H 5.8337 0.7360 3.1413
H 4.7085 2.1075 3.2462
H 4.5128 -0.9493 -0.0684
H 2.4355 -2.0833 -0.2227
H -0.0362 -2.3161 0.6924
H -0.6115 1.4923 0.6952
H -2.8793 2.4805 0.8448
H -5.1656 0.9980 3.2214
H -4.8936 2.6452 2.5341
H -7.5328 1.1091 2.6696
H -7.0811 2.7088 3.4318
H -7.7992 1.2259 0.1710
H -7.5759 2.8987 -0.5016
H -5.1980 2.8388 -0.0934
H -5.5532 1.2983 -0.9496
H -4.5841 -1.4559 1.1773
H -2.2789 -2.4646 1.0903
H 0.5136 0.8328 2.2408
H 2.6356 1.9393 2.5725
H 6.4307 0.1380 0.3474
H 5.4502 1.1587 -0.7519
H 7.9232 1.9280 -0.3649
H 6.6421 3.1694 -0.0268
C 0.9659 -4.2619 -5.3714
C 1.5006 -4.1261 -4.0763
C 0.7770 -3.3449 -3.1145
C -0.4466 -2.8428 -3.4733
C -1.0390 -3.0203 -4.7279
C -0.3003 -3.7226 -5.7023
S -1.2152 -1.8699 -2.2638
O -1.5101 -0.5737 -2.7962
O -2.2639 -2.6558 -1.6640
N 0.2133 -1.8289 -1.3166
C 1.0716 -2.8829 -1.7269
O 1.9944 -3.3988 -1.0506
H 1.4830 -4.7788 -6.1919
H 2.4517 -4.5981 -3.8590
H -2.0162 -2.5917 -4.9321
H -0.7197 -3.8347 -6.7244
*
```

* SMILES: O=C1c2ccccc2S(=O)(=O)N1C(c1ccc(N2CCOCC2)cc1)c1ccc(N2CCOCC2)cc1
* LUMO energy: -0.36 eV
* ΔE to the lowest compared entry with this formula, charge and spin: 3.726 eV
* gap between HOMO and LUMO: 7.38 eV

Number 1: molar mass 982.9 u, calculated total energy -134479.7765 eV. Number 2: molar mass 597.6 u, calculated total energy -64537.1758 eV. Number 3: molar mass 769.4 u, calculated total energy -128742.5652 eV. Number 4: molar mass 776.8 u, calculated total energy -88186.4048 eV. Number 5: molar mass 779.5 u, calculated total energy -116084.8888 eV. Number 6: molar mass 487.6 u, calculated total energy -44216.1492 eV. Number 7: molar mass 519.6 u, calculated total energy -55046.1718 eV.